Entry 1:
Entry from the Open Molecules 2025 dataset: 2 unconnected molecules or ions with the total composition C3H9NO3 in a non-equilibrium geometry (ωB97M-V/def2-TZVPD).

Gap between HOMO and LUMO: 10.25 eV
M: 107.1 g/mol
SMILES: CC(=O)NCO.O
Total charge: 0
ΔE to the lowest compared entry with this formula, charge and spin: 64.0 kcal per mole

Positions of all 16 atoms, in Å:
O  2.536  1.449  -2.042
C  1.857  0.872  -1.296
N  2.223  -0.474  -1.223
C  1.720  -1.525  -0.298
O  1.179  -2.473  -1.160
C  0.519  1.278  -0.723
H  3.176  -0.634  -1.493
H  0.968  -1.277  0.479
H  2.472  -2.094  0.134
H  0.396  -2.343  -1.696
H  -0.085  1.687  -1.488
H  0.754  2.172  -0.126
H  0.032  0.556  -0.207
H  -6.048  1.311  4.317
H  -5.652  0.212  3.442
O  -6.045  1.283  3.379

Forces on the atoms, in the same order (eV/Å):
2.2593 4.5801 -2.4351
-1.9637 -4.5549 0.6769
-0.9729 -0.5916 3.5783
-2.1181 1.3381 -2.6159
-0.2003 -2.8516 -0.2187
2.7515 2.9462 -0.5098
0.1930 0.1130 -0.3477
0.6330 0.7607 -0.4653
1.8148 -0.4319 1.0876
-0.1180 1.0533 0.3602
-0.6223 0.1074 -1.1177
-0.2922 -0.4189 0.3417
-1.3648 -2.0482 1.6649
-0.3913 1.0970 1.7781
-1.6681 4.5073 -1.1732
2.0602 -5.6060 -0.6043

Listed below, in e, are the Löwdin charges computed for each atom: 0.0954 -0.5543 0.0858 -0.2408 -0.0627 0.0282 0.1300 0.1265 0.0959 0.0879 0.0784 0.1039 0.0257 -0.0274 0.1633 -0.1359



Entry 2:
Entry from the Open Molecules 2025 dataset: 2 unconnected molecules or ions with the total composition C3H7OS in a non-equilibrium geometry (ωB97M-V/def2-TZVPD).

Gap between HOMO and LUMO: 6.69 eV
M: 91.2 g/mol
Total charge: -1
ΔE to the lowest compared entry with this formula, charge and spin: 43.0 kcal per mole

Positions of all 12 atoms, in Å:
O  1.685  1.204  -1.147
C  0.536  1.112  -1.620
H  -0.299  1.685  -1.191
H  0.419  0.341  -2.381
C  0.404  -1.004  0.772
C  -0.845  -0.042  0.865
S  -2.018  -0.380  -0.438
H  0.105  -1.490  -0.103
H  0.425  -1.811  1.527
H  1.218  -0.352  0.795
H  -0.339  0.875  1.034
H  -1.291  -0.137  1.886

Forces on the atoms, in the same order (eV/Å):
-2.1152 0.3013 -0.7694
2.9169 -0.2255 1.4366
-0.0514 -0.1148 -0.5097
-0.7895 0.1817 -0.3481
-2.6109 -0.4545 1.6624
0.3055 -1.7272 2.4459
-0.3167 0.5963 -0.3057
0.9218 -0.8505 -1.8848
0.1150 0.5730 0.1287
1.8949 0.1848 -0.3563
-0.1025 1.8745 -0.9087
-0.1680 -0.3392 -0.5910

Listed below, in e, are the Löwdin charges computed for each atom: -0.0992 -0.1834 0.0388 0.0602 -0.2161 -0.8608 0.1773 -0.0254 0.0552 0.0154 0.0093 0.0287



Entry 3:
Entry from the Open Molecules 2025 dataset: C2H3N3O2 in the gas phase in a non-equilibrium geometry (ωB97M-V/def2-TZVPD).

Gap between HOMO and LUMO: 9.28 eV
M: 101.1 g/mol
SMILES: O=c1[nH]cnn1O
Total charge: 0
ΔE to the lowest compared entry with this formula, charge and spin: 77.4 kcal per mole

Positions of all 10 atoms, in Å:
N  0.748  0.335  -0.489
N  -0.914  -0.576  0.714
C  -0.563  -0.602  -0.574
C  -0.042  0.395  1.482
O  1.399  0.941  -1.547
N  0.903  0.817  0.715
O  -0.967  -1.035  -1.611
H  1.166  0.378  -2.308
H  -1.780  -0.951  1.067
H  0.049  0.298  2.551

Forces on the atoms, in the same order (eV/Å):
-2.7452 -2.4212 0.3151
1.3530 1.5745 1.5575
2.7330 2.9004 -0.5540
-0.7391 -2.4426 -1.5984
-0.3870 -0.1930 0.0316
0.1279 0.6715 0.1213
-0.1836 -0.4726 0.0428
0.0524 0.0712 0.2407
0.0789 -0.0218 -0.1505
-0.2904 0.3335 -0.0060

Listed below, in e, are the Löwdin charges computed for each atom: -0.1435 0.1332 -0.4228 -0.1137 0.0398 0.0575 0.0884 0.1136 0.1463 0.1012



Entry 4:
Entry from the Open Molecules 2025 dataset: 9 unconnected molecules or ions with the total composition C13H33Cl4F6N3O9S in a non-equilibrium geometry (ωB97M-V/def2-TZVPD).

Gap between HOMO and LUMO (spin up / spin down): 5.99 / 4.21 eV
M: 663.3 g/mol
Total charge: -1
Multiplicity: 2

Positions of all 69 atoms, in Å:
N  -3.723  2.508  1.413
H  -3.617  3.075  2.242
H  -3.393  2.856  0.524
H  -4.600  2.026  1.275
H  -3.118  1.707  1.528
N  0.096  0.448  0.246
H  0.638  0.925  0.953
H  -0.857  0.434  0.579
H  0.385  -0.520  0.215
H  0.092  0.888  -0.662
N  -2.390  0.245  -1.801
H  -1.660  -0.357  -1.449
H  -3.121  0.273  -1.104
H  -2.689  -0.201  -2.656
H  -2.019  1.176  -1.921
C  0.249  -4.253  -2.249
F  -0.014  -5.095  -3.234
F  0.069  -4.832  -1.104
F  1.571  -3.923  -2.355
S  -0.765  -2.564  -2.542
O  -0.117  -1.878  -3.670
O  -2.156  -2.997  -2.851
O  -0.743  -1.671  -1.308
O  -2.342  0.077  1.384
C  -3.327  -0.969  1.398
C  -4.752  -0.736  0.674
O  -4.951  -0.349  -0.664
H  -3.343  -1.243  2.453
H  -2.841  -1.852  0.981
H  -5.227  0.082  1.215
H  -5.314  -1.662  0.799
O  -3.009  3.027  -1.199
C  -1.768  3.667  -1.483
C  -0.598  3.107  -2.366
O  -0.021  1.843  -2.120
H  -1.507  3.959  -0.466
H  -2.024  4.634  -1.917
H  0.272  3.764  -2.359
H  -0.842  3.125  -3.428
C  3.445  -0.216  -2.173
C  4.606  -0.354  -1.213
O  4.637  -1.632  -0.680
C  3.814  -1.929  0.445
O  3.212  -1.026  1.110
C  3.964  -3.480  0.934
F  4.688  -4.212  0.159
F  4.620  -3.428  2.090
F  2.717  -3.958  1.214
H  3.096  -1.139  -2.637
H  3.604  0.539  -2.943
H  2.517  -0.004  -1.643
H  4.519  0.389  -0.419
H  5.513  -0.163  -1.786
Cl  1.457  2.512  2.338
C  2.776  3.339  1.476
C  2.488  3.302  -0.046
Cl  3.881  4.094  -0.811
H  3.712  2.851  1.748
H  3.053  4.298  1.913
H  1.579  3.857  -0.278
H  2.443  2.311  -0.498
Cl  0.832  -3.588  3.386
C  -0.392  -2.327  3.020
C  -0.573  -1.307  4.141
Cl  0.926  -0.453  4.335
H  -1.325  -2.867  2.861
H  -0.100  -1.885  2.068
H  -0.951  -1.738  5.068
H  -1.281  -0.530  3.851

Forces on the atoms, in the same order (eV/Å):
-0.5151 -0.8179 1.4736
-0.4997 0.3548 -0.1525
0.7046 1.5163 -3.1734
-0.5978 0.6842 0.1607
1.5451 -1.9836 0.2687
0.6957 -1.0585 1.5646
0.3390 0.3429 -0.1604
-1.6323 -0.3456 0.6078
0.1200 -0.3051 -0.4031
0.3417 1.6240 -2.3120
-0.5461 -0.1410 0.1158
0.6050 -0.4378 0.0718
-0.5265 0.2005 -0.1123
-0.2769 0.1821 -0.2878
0.3730 0.9585 -0.3324
0.6652 2.6662 -1.3215
-0.3115 -0.1688 -0.0892
-0.4436 -0.4677 1.1162
-0.5110 -0.1747 0.2369
-1.9819 2.0844 -0.8309
-0.0783 -1.6206 1.4527
2.2005 -0.0389 0.8589
1.1411 -3.0808 -1.0480
-1.7710 0.0171 -0.3483
2.4994 1.5079 -0.9600
0.5039 -0.7486 -0.1035
1.1379 -0.1005 1.4206
-1.6645 -0.1101 0.3541
-0.3313 -0.3529 -0.7852
-0.4377 0.1566 0.3092
-0.3032 -0.0540 0.5057
0.4888 -1.1964 -0.0992
-1.1669 0.4420 0.7518
0.7057 -1.5643 0.3311
-0.9678 -0.3678 1.2501
1.6761 0.1495 0.4035
0.1933 0.5297 -0.6456
-0.1002 1.3278 0.5089
-0.9132 0.1656 -0.4181
-1.3668 -0.0468 0.1412
-0.7681 1.6854 -1.0194
-1.4686 -3.2075 3.2833
0.0063 4.1549 0.4968
2.2673 -4.4769 -2.9660
-1.5483 2.8522 1.0951
-0.1892 -1.0171 -1.4001
0.1203 0.1655 0.7602
1.5510 -0.0161 -1.0948
0.8731 -0.3140 -0.3614
-0.0469 0.0019 0.1588
0.0028 0.7135 0.1507
0.1499 0.0320 0.0661
0.3285 -0.4600 0.4228
0.0795 0.4179 0.4574
0.8949 -0.5785 -0.5379
0.2495 0.4205 1.0223
0.3046 0.3328 -0.3412
-0.1724 -0.8954 -0.4595
-1.2128 0.5510 -0.3650
0.0866 -0.1202 -0.1330
-0.2484 0.0035 0.3892
-0.2631 0.1812 0.3195
-0.6446 -0.2850 0.0576
-0.6256 -0.2773 -0.8436
1.0570 0.6403 0.6382
-0.0045 0.0706 -0.0129
-0.0318 0.1767 0.2891
0.4747 -0.1848 0.0233
-0.2143 -0.2949 -0.4161

Listed below, in e, are the Löwdin charges computed for each atom: 0.2815 0.1338 0.0379 0.1076 0.0476 0.2653 0.0036 0.0381 0.0831 0.0308 0.2943 0.0107 0.0599 0.1314 0.0642 -0.6486 0.1383 0.1665 0.0755 0.5917 -0.3316 -0.3670 -0.4057 -0.3825 -0.3016 -0.2439 -0.0038 0.0833 0.0870 0.1008 0.1006 -0.4101 -0.3937 -0.3946 -0.3883 0.0599 0.0679 0.0627 0.0772 -0.0468 -0.2560 -0.0159 -0.1821 0.0692 -0.5547 0.2166 0.1561 0.0836 0.0836 0.0884 0.0599 0.1111 0.1234 0.5961 -0.6486 -0.6419 0.5486 0.0576 0.0659 0.0662 0.0461 0.5630 -0.6466 -0.6821 0.5715 0.0625 0.0518 0.0743 0.0495